1.
The following is a quantum chemistry calculation of an isolated molecule of C28H29NO6 at a distorted geometry, from OMol25.

Last column: Löwdin charge in e.
Positions of all 64 atoms, in Å:
1 C 5.00662 3.57344 2.98350  -0.053
2 C 4.39465 2.45411 2.18558  -0.289
3 C 4.89689 2.17876 0.91837  -0.042
4 C 4.36814 1.16004 0.12183  -0.031
5 C 3.34267 0.32804 0.58355  -0.132
6 C 2.67474 -0.71133 -0.34850  -0.099
7 C 2.43020 -2.10429 0.21208  -0.162
8 C 2.33311 -3.13971 -0.72118  -0.026
9 C 1.90919 -4.42045 -0.34317  -0.034
10 C 1.65958 -4.72755 0.98979  -0.286
11 C 1.21396 -6.11704 1.34565  -0.058
12 C 1.87491 -3.73182 1.94627  -0.030
13 C 2.21558 -2.43306 1.55731  -0.022
14 C 2.84657 0.61295 1.87386  -0.022
15 C 3.33493 1.68113 2.65563  -0.025
16 H 4.69013 3.55304 4.02653  0.075
17 H 6.09808 3.49915 2.90508  0.083
18 H 4.73647 4.55916 2.58180  0.083
19 H 5.69491 2.85390 0.55433  0.126
20 H 4.85278 0.97266 -0.83699  0.119
21 H 3.34126 -0.82305 -1.24151  0.140
22 H 2.65952 -3.00762 -1.74510  0.121
23 H 1.72044 -5.19652 -1.08261  0.116
24 H 0.84277 -6.19274 2.37128  0.076
25 H 0.40738 -6.44868 0.68820  0.079
26 H 2.05007 -6.80664 1.19265  0.084
27 H 1.74184 -3.94186 3.01416  0.114
28 H 2.40025 -1.69744 2.34933  0.090
29 H 2.07707 -0.02972 2.31790  0.096
30 H 2.85157 1.91333 3.60479  0.113
31 C 2.79811 4.43415 -1.62854  -0.064
32 C 3.02405 3.10690 -2.31483  -0.180
33 O 2.04953 2.15620 -1.74091  0.010
34 C 2.26119 0.89246 -2.08772  -0.418
35 C 1.43628 -0.21662 -1.30467  -0.058
36 C 0.30942 0.25856 -0.34643  -0.400
37 O -0.33462 -0.54887 0.33820  0.068
38 O 0.21388 1.56248 -0.10500  0.007
39 C -0.71339 1.89816 0.99357  -0.178
40 C -0.38565 3.32164 1.36467  -0.070
41 C 0.69235 -1.07737 -2.41904  -0.094
42 C -0.35807 -1.91997 -2.05124  -0.013
43 C -0.91003 -2.89321 -2.89241  0.034
44 C -0.46840 -3.00532 -4.22743  -0.154
45 N -1.05429 -3.93291 -5.14118  -0.319
46 O -0.60765 -4.00536 -6.30873  0.052
47 O -2.00688 -4.65274 -4.76850  0.057
48 C 0.60698 -2.18123 -4.61879  0.023
49 C 1.15282 -1.23156 -3.74042  -0.002
50 O 3.23014 0.57867 -2.79710  0.050
51 H 3.60491 5.11121 -1.93352  0.081
52 H 1.83761 4.88547 -1.90337  0.081
53 H 2.88580 4.32744 -0.53094  0.081
54 H 2.86717 3.15586 -3.40725  0.135
55 H 4.03481 2.71052 -2.08818  0.113
56 H -1.77502 1.80516 0.68093  0.138
57 H -0.47671 1.22550 1.83447  0.123
58 H -1.16428 3.70095 2.02526  0.077
59 H 0.56814 3.42083 1.89732  0.075
60 H -0.37221 3.96505 0.48705  0.078
61 H -0.82830 -1.84855 -1.08138  0.106
62 H -1.70141 -3.55693 -2.54599  0.122
63 H 0.97915 -2.29406 -5.64331  0.122
64 H 1.95547 -0.61394 -4.15260  0.111

SMILES   CCOC(=O)C(C(=O)OCC)(c1ccc([N+](=O)[O-])cc1)C(c1ccc(C)cc1)c1ccc(C)cc1

2.
The following is a quantum chemistry calculation of a cluster of 2 separate species, C28H29O8S2 in total at a distorted geometry, from OMol25.

Last column: Löwdin charge in e.
Positions of all 67 atoms, in Å:
1 C -4.25129 -1.11016 1.86464  -0.102
2 C -2.76149 -1.29808 1.90397  -0.223
3 O -2.03538 -0.05882 2.08357  -0.077
4 C -0.75481 -0.22256 2.56557  -0.469
5 C -0.03110 1.10780 2.74772  -0.176
6 C -0.54004 2.29207 2.05003  -0.116
7 C 1.45254 1.02873 2.86890  -0.503
8 O 2.18513 2.00832 2.98720  0.018
9 O 1.93457 -0.22684 2.76075  -0.048
10 C 3.27307 -0.32923 2.21002  -0.226
11 C 3.42530 -1.78070 1.86752  -0.087
12 O -0.32219 -1.31678 2.88983  0.045
13 H -4.67309 -2.06853 1.56383  0.071
14 H -4.69681 -0.86219 2.83198  0.068
15 H -4.56559 -0.38254 1.11341  0.078
16 H -2.46750 -1.95715 2.72644  0.121
17 H -2.42300 -1.71493 0.94798  0.122
18 H 0.09218 3.16336 2.30060  0.074
19 H -0.52045 2.11092 0.95638  0.081
20 H -1.57728 2.50778 2.32795  0.055
21 H 3.33873 0.27586 1.29356  0.123
22 H 4.00612 0.02474 2.94875  0.118
23 H 4.44828 -2.05716 1.63294  0.063
24 H 3.06021 -2.41510 2.66896  0.079
25 H 2.83541 -2.01292 0.98237  0.074
26 C 0.97414 7.94954 7.05711  -0.084
27 C 1.70786 7.13401 6.18518  -0.073
28 C 1.66550 5.74260 6.32286  -0.051
29 C 0.85941 5.16818 7.30893  -0.265
30 S 0.82186 3.38741 7.50649  0.708
31 C -0.14381 2.54116 6.26084  -0.297
32 C -0.79850 3.04197 5.17763  -0.024
33 C -2.26056 2.80796 5.00397  -0.199
34 C -2.68765 1.73366 4.20938  -0.047
35 C -3.96430 1.67218 3.65872  -0.055
36 C -4.98862 2.40064 4.26562  -0.090
37 C -4.64374 3.32335 5.26553  -0.104
38 C -3.30149 3.55468 5.60566  -0.032
39 S -0.28363 0.74546 6.55895  0.728
40 C 0.70459 0.29013 8.00527  -0.284
41 C 2.00938 -0.17344 7.83036  -0.056
42 C 2.77104 -0.56046 8.93886  -0.074
43 C 2.22219 -0.49577 10.22674  -0.087
44 C 0.90508 -0.04613 10.39734  -0.078
45 C 0.14240 0.32206 9.28699  -0.072
46 O -1.63694 0.44158 6.95958  -0.295
47 O 0.29019 0.08627 5.40811  -0.250
48 O 2.17769 2.89078 7.38955  -0.300
49 O 0.11259 3.22424 8.76703  -0.312
50 C 0.17525 5.98158 8.22009  -0.055
51 C 0.23430 7.37168 8.09656  -0.079
52 H 0.98947 9.03594 6.93670  0.101
53 H 2.32133 7.57957 5.39832  0.106
54 H 2.25793 5.09346 5.68119  0.124
55 H -0.25424 3.78945 4.55666  0.139
56 H -1.92396 1.01621 3.92478  0.081
57 H -4.13779 1.04798 2.78317  0.072
58 H -6.02947 2.25403 3.97009  0.095
59 H -5.43735 3.88260 5.76659  0.091
60 H -3.02320 4.32385 6.33051  0.107
61 H 2.41833 -0.21397 6.82289  0.121
62 H 3.79978 -0.90987 8.79615  0.104
63 H 2.81231 -0.80434 11.09663  0.098
64 H 0.46642 0.02404 11.39920  0.103
65 H -0.88933 0.64309 9.41288  0.114
66 H -0.38565 5.52799 9.03388  0.109
67 H -0.30279 7.99629 8.81579  0.104

Total charge   -1

3.
The following is a quantum chemistry calculation of a structure of composition C28H30BrNO2PS2Zr, from OMol25.

Last column: Löwdin charge in e.
Positions of all 66 atoms, in Å:
1 Zr -0.07662 0.42966 -0.11099  1.119
2 Br -2.26852 0.60647 -1.79711  0.903
3 C -3.24993 1.92437 -0.83460  -0.549
4 C -4.46078 2.29956 -1.31369  -0.097
5 C -5.17618 3.27760 -0.57681  -0.052
6 C -4.64273 3.81190 0.55961  -0.011
7 C -3.36698 3.40594 1.03349  -0.151
8 C -2.77350 3.97072 2.19458  -0.009
9 C -1.52934 3.58561 2.59869  -0.055
10 C -0.81989 2.59962 1.86903  -0.129
11 C -1.35651 1.99853 0.75795  -0.334
12 C -2.64196 2.42214 0.33002  -0.254
13 H -4.87183 1.87455 -2.21909  0.111
14 H -6.14762 3.59451 -0.93175  0.114
15 H -5.18947 4.56417 1.11482  0.122
16 H -3.32047 4.72504 2.74792  0.122
17 H -1.07702 4.03271 3.47428  0.112
18 H 0.17349 2.33200 2.22954  0.102
19 C 0.25690 4.02049 -4.39360  -0.075
20 C -0.34846 4.25602 -3.17045  -0.066
21 C -0.01020 3.48780 -2.05985  -0.046
22 C 0.92011 2.47119 -2.18352  -0.322
23 C 1.54383 2.23927 -3.40570  -0.032
24 C 1.21233 3.01295 -4.50441  -0.064
25 N 1.23602 1.61710 -1.06302  -0.182
26 C 2.59339 1.53038 -0.62821  -0.292
27 C 2.94036 0.40895 0.11384  -0.072
28 C 4.21079 0.26017 0.64972  -0.063
29 C 5.16522 1.23371 0.39835  -0.075
30 C 4.82611 2.34784 -0.36370  -0.055
31 C 3.54494 2.51024 -0.87173  -0.011
32 H -0.00434 4.62009 -5.25563  0.108
33 H -1.07838 5.04915 -3.06960  0.110
34 H -0.46094 3.68980 -1.09660  0.104
35 H 2.27753 1.44670 -3.49112  0.125
36 H 1.69735 2.82597 -5.45372  0.110
37 H 2.23326 -0.40466 0.28275  0.042
38 H 4.45658 -0.61793 1.23208  0.108
39 H 6.16890 1.12563 0.78610  0.109
40 H 5.56918 3.10962 -0.56255  0.113
41 H 3.28931 3.38974 -1.44730  0.122
42 C -2.13965 -4.98874 -0.29582  -0.041
43 C -2.00324 -4.20085 0.98174  -0.435
44 C -2.43776 -4.95316 2.21294  -0.032
45 O -0.56600 -3.88266 1.18815  -0.300
46 P 0.04860 -2.48251 0.86517  -0.137
47 S -0.80498 -1.01507 1.93167  0.375
48 S -0.01007 -2.00633 -1.09034  0.298
49 O 1.53827 -2.58274 1.31845  -0.329
50 C 2.42255 -3.76084 1.48364  -0.395
51 C 2.01089 -4.55738 2.69752  -0.036
52 C 2.49835 -4.54596 0.19487  -0.042
53 H -3.18948 -5.24789 -0.44106  0.096
54 H -1.56629 -5.91483 -0.22827  0.095
55 H -1.80198 -4.42525 -1.16436  0.058
56 H -2.52860 -3.24562 0.91489  0.121
57 H -1.85433 -5.86968 2.31853  0.094
58 H -3.48897 -5.22786 2.11622  0.095
59 H -2.31751 -4.34838 3.11111  0.089
60 H 3.38189 -3.28305 1.67328  0.139
61 H 1.10098 -5.12778 2.51360  0.076
62 H 1.85893 -3.90545 3.55720  0.094
63 H 2.81130 -5.25685 2.94488  0.096
64 H 1.55494 -5.04703 -0.02528  0.081
65 H 3.27202 -5.30946 0.29404  0.097
66 H 2.76617 -3.89996 -0.64080  0.084

Total charge   +1

4.
The following is a quantum chemistry calculation of a structure of composition C28H30CdN6O4Se, from OMol25.

Last column: Löwdin charge in e.
Positions of all 70 atoms, in Å:
1 Cd -0.64195 0.78432 -0.09924  1.329
2 N 0.11672 -1.15426 7.18400  0.151
3 C 0.16509 0.09558 6.62212  -0.497
4 O 0.21742 1.09263 7.31583  0.052
5 C 0.16234 0.13244 5.12879  -0.156
6 C 0.52207 -0.96287 4.35033  -0.022
7 C 0.45621 -0.85291 2.97046  -0.131
8 N 0.05446 0.25096 2.35177  0.037
9 C -0.23598 1.32150 3.09094  -0.119
10 C -0.19671 1.30245 4.47977  0.014
11 H -0.02439 -1.18470 8.17853  0.099
12 H -0.19237 -1.93817 6.63822  0.086
13 H 0.87172 -1.89054 4.78669  0.104
14 H 0.70726 -1.69635 2.33468  0.070
15 H -0.50259 2.22034 2.54568  0.090
16 H -0.44780 2.18390 5.05407  0.122
17 C 4.27965 -0.79397 2.56671  -0.036
18 N 4.47238 0.34340 1.65441  -0.081
19 N 4.55529 -0.10945 0.32342  0.028
20 C 3.65094 0.59793 -0.49183  -0.408
21 O 3.64804 0.57866 -1.70437  0.055
22 C 2.85343 1.39771 0.42977  0.040
23 C 3.38014 1.24928 1.64785  -0.268
24 C 3.00443 1.90356 2.92936  -0.013
25 C 5.73215 -0.72397 -0.10835  -0.188
26 C 5.72340 -1.47016 -1.28786  -0.009
27 C 6.88802 -2.08363 -1.71577  -0.093
28 C 8.06440 -1.98371 -0.98082  -0.128
29 C 8.06380 -1.25240 0.19764  -0.113
30 C 6.90857 -0.61931 0.63378  -0.037
31 H 5.14644 -1.45070 2.49937  0.075
32 H 3.38728 -1.36705 2.29668  0.058
33 H 4.20796 -0.41252 3.58388  0.081
34 H 2.00170 1.99431 0.08104  0.045
35 H 2.28233 2.69458 2.73740  0.086
36 H 3.88781 2.33655 3.40417  0.086
37 H 2.55618 1.19569 3.62996  0.059
38 H 4.80051 -1.56552 -1.83928  0.107
39 H 6.86971 -2.66339 -2.63068  0.096
40 H 8.96698 -2.47742 -1.32003  0.085
41 H 8.97088 -1.16444 0.78432  0.090
42 H 6.90526 -0.03142 1.54137  0.103
43 C -2.63186 3.40374 0.82493  -0.109
44 C -1.40544 4.22396 1.10890  -0.279
45 C -1.53605 5.39660 1.83894  -0.139
46 C -0.49323 6.30155 2.01861  -0.185
47 C 0.70344 6.01943 1.34914  -0.138
48 C 0.89540 4.86404 0.61929  -0.256
49 C 2.16046 4.70583 -0.18039  -0.098
50 C -0.12950 3.81926 0.53218  -0.476
51 N 0.14688 2.68862 -0.08830  -0.204
52 H -3.52955 3.93691 1.15298  0.059
53 H -2.64026 2.42212 1.30044  0.024
54 H -2.71994 3.20467 -0.25045  0.066
55 H -2.51551 5.62475 2.25861  0.081
56 H -0.62647 7.21566 2.58598  0.053
57 H 1.51674 6.74386 1.38235  0.081
58 H 2.65050 5.67673 -0.30806  0.055
59 H 1.93305 4.27475 -1.15903  0.066
60 H 2.89103 4.03449 0.27738  0.045
61 Se 2.24264 -3.46539 0.13051  0.346
62 C 1.08046 -2.11809 -0.17223  -0.979
63 N 0.31878 -1.26414 -0.36739  -0.040
64 C -4.80785 -0.29458 0.23824  -0.034
65 C -3.30896 -0.02216 0.23535  -0.795
66 O -2.73586 0.19090 1.32404  -0.122
67 O -2.73159 -0.03982 -0.88582  -0.162
68 H -5.24233 -0.04574 1.20446  0.062
69 H -4.97289 -1.35382 0.02936  0.066
70 H -5.28782 0.27826 -0.55512  0.065

Total charge   -2

Number 1: E -43278.27458 eV, frontier orbital gap 0.291 Ha. Number 2: E -67553.62894 eV, frontier orbital gap 0.195 Ha. Number 3: E -137389.31630 eV, frontier orbital gap 0.260 Ha. Number 4: E -116566.10241 eV, frontier orbital gap 0.151 Ha.